A 5-piece molecular cluster, C38H24O10 overall in a non-equilibrium geometry, computed with ωB97M-V/def2-TZVPD.

Structure (XYZ):
```
72
Properties=species:S:1:pos:R:3:mulliken_charge:R:1
O 7.9730 7.4562 18.9910 -0.64
C 8.8520 7.5808 18.1469 0.33
C 10.3342 7.8842 18.3497 0.19
C 10.7533 7.9053 19.6276 -0.30
C 12.1012 8.3681 19.9198 -0.61
C 12.9307 8.7193 18.8583 -0.42
C 12.5364 8.6147 17.4976 -0.80
C 11.2093 8.2214 17.2597 0.32
C 10.7583 8.0800 15.8509 0.79
O 11.4255 8.5193 14.8698 -0.69
C 9.4765 7.3299 15.6825 0.28
C 9.0775 7.0058 14.3439 -0.66
C 7.9039 6.2731 14.0511 -0.92
C 7.1434 5.9115 15.1598 -0.22
C 7.4239 6.2776 16.4470 -0.55
C 8.6018 7.0193 16.7449 0.58
H 10.0811 7.6387 20.4298 0.47
H 12.4132 8.4737 20.9483 0.40
H 13.7819 9.3564 19.0483 0.34
H 13.2522 9.0194 16.7975 0.43
H 9.6708 7.3237 13.4994 0.45
H 7.7110 5.8235 13.0883 0.46
H 6.2412 5.3272 15.0541 0.38
H 6.7405 5.8726 17.1787 0.44
O -0.0874 14.5839 21.7548 -0.53
C 1.1694 14.6796 21.7752 0.34
C 2.1459 15.7668 22.2991 -0.57
C 3.5041 15.6848 22.2157 -0.21
C 4.1932 14.4803 21.9747 0.28
O 5.4341 14.3320 21.9887 -0.57
C 3.2987 13.3230 21.8758 -0.36
C 1.9007 13.3789 21.7390 0.05
H 1.6367 16.7081 22.4441 0.36
H 3.9076 16.6849 22.2747 0.34
H 3.6996 12.3222 21.9407 0.48
H 1.5851 12.3461 21.7279 0.39
O 6.6345 10.3178 12.0272 -0.56
C 5.7071 11.0327 12.4922 0.19
C 5.4668 11.1223 13.8501 -0.07
C 4.6501 12.0399 14.4628 -0.56
C 3.8759 12.8874 13.7026 0.51
O 3.1860 13.8546 14.1211 -0.58
C 4.1409 12.9239 12.2644 -0.31
C 5.0358 12.0316 11.6666 -0.38
H 5.8202 10.3726 14.5424 0.44
H 4.5701 11.8826 15.5283 0.49
H 3.5474 13.5841 11.6493 0.41
H 5.2076 12.0062 10.6007 0.41
O 3.6694 9.7681 20.7781 -0.63
C 3.7695 9.3996 19.6148 0.33
C 2.7126 8.8331 18.8756 -0.09
C 2.8315 8.3799 17.6037 -0.45
C 4.0486 8.4508 16.8198 0.11
O 4.0971 8.3828 15.6298 -0.55
C 5.2069 8.6906 17.7348 -0.31
C 5.0969 9.2321 19.0056 -0.23
H 1.8242 8.6163 19.4502 0.55
H 1.8988 8.1719 17.1004 0.38
H 6.1740 8.5599 17.2721 0.34
H 5.9857 9.5364 19.5385 0.54
O 0.9749 11.0192 18.4380 -0.52
C -0.0358 10.9836 19.2340 0.88
C -0.6735 9.8619 19.8730 -0.26
C -1.9672 9.9086 20.2668 -0.52
C -2.8253 11.0921 20.2312 0.23
O -3.9296 11.0274 20.7104 -0.53
C -2.0813 12.3132 19.7904 -0.53
C -0.7644 12.1873 19.3446 -0.31
H -0.0972 8.9529 19.9619 0.23
H -2.4591 9.0234 20.6422 0.43
H -2.5145 13.3025 19.8023 0.42
H -0.2421 13.0050 18.8702 0.47
```

Total charge: 0
Energy relative to the best compared isomer or geometry (same formula, charge and spin) (kJ/mol): 285.2
SMILES: O=C1c2ccccc2C(=O)c2ccccc21.O=C1C=CC(=O)C=C1.O=C1C=CC(=O)C=C1.O=C1C=CC(=O)C=C1.O=C1C=CC(=O)C=C1

C38H26BrClCrF4NO4PS as an isolated structure, computed with ωB97M-V/def2-TZVPD.

Structure (XYZ):
```
78
Properties=species:S:1:pos:R:3:lowdin_spin:R:1
Cr -1.2473 0.2847 0.1154 0.97
O -0.9675 0.1732 4.0653 0.00
C -1.6184 0.0113 3.0473 0.00
O -1.3241 0.6647 1.9487 0.01
C -2.8446 -0.8668 3.0741 0.00
C -3.2894 -1.2239 4.3539 0.00
C -4.4333 -1.9707 4.5532 0.00
C -5.1687 -2.3776 3.4416 0.00
C -4.7481 -2.0353 2.1722 0.00
C -3.5780 -1.2828 1.9477 0.00
S -3.2011 -0.9742 0.2574 0.00
H -2.6948 -0.8873 5.1938 0.00
H -4.7513 -2.2282 5.5588 0.00
H -6.0741 -2.9622 3.5687 0.00
H -5.3177 -2.3453 1.3020 0.00
F 4.4500 6.0894 -0.5465 0.00
C 3.7453 4.9726 -0.4896 0.00
C 4.3183 3.7826 -0.8490 0.00
F 5.5843 3.7583 -1.2510 0.00
C 3.5838 2.6184 -0.7839 0.00
F 4.2428 1.5152 -1.1311 0.00
C 2.2533 2.5853 -0.3846 0.00
P 1.3219 0.9606 -0.2660 0.00
C 1.9819 0.1250 -1.7638 0.00
C 2.0328 0.8577 -2.9495 0.00
C 2.4397 0.2629 -4.1359 0.00
C 2.7940 -1.0813 -4.1557 0.00
C 2.7368 -1.8193 -2.9831 0.00
C 2.3352 -1.2193 -1.7956 0.00
C 2.2764 0.2980 1.1636 0.00
C 1.7144 0.5322 2.4167 0.00
C 2.3539 0.0942 3.5697 0.00
C 3.5661 -0.5746 3.4812 0.00
C 4.1404 -0.7986 2.2355 0.00
C 3.5024 -0.3641 1.0808 0.00
C 1.6985 3.8196 -0.0095 0.00
Br -0.0712 3.9951 0.5811 0.00
C 2.4413 4.9868 -0.0648 0.00
F 1.9189 6.1593 0.2852 0.00
H 1.7542 1.9047 -2.9499 0.00
H 2.4697 0.8483 -5.0474 0.00
H 3.1159 -1.5487 -5.0811 0.00
H 2.9937 -2.8732 -2.9880 0.00
H 2.2766 -1.8160 -0.8940 0.00
H 0.7534 1.0159 2.5044 0.00
H 1.8702 0.2563 4.5265 0.00
H 4.0607 -0.9319 4.3793 0.00
H 5.0919 -1.3153 2.1594 0.00
H 3.9745 -0.5301 0.1243 0.00
C -3.4539 2.5873 1.6624 0.00
C -3.0742 2.7350 0.2180 0.00
C -3.5130 3.7408 -0.6117 0.00
C -3.0030 3.4726 -1.9122 0.00
C -2.2640 2.3182 -1.8239 0.00
C -1.5949 1.6074 -2.9610 0.00
N -2.2592 1.8648 -0.5081 0.00
H -4.1510 3.3905 1.9117 0.00
H -2.6040 2.6496 2.3444 0.00
H -3.9502 1.6353 1.8526 0.00
H -4.1564 4.5618 -0.3123 0.00
H -3.1793 4.0422 -2.8190 0.00
H -1.7560 2.1800 -3.8781 0.00
H -1.9946 0.6047 -3.1106 0.00
H -0.5193 1.4983 -2.8167 0.00
Cl 0.1126 -7.5262 -2.4859 0.00
C -0.0488 -5.8699 -1.9673 0.00
C 0.3403 -5.5219 -0.6844 0.00
C 0.2170 -4.1995 -0.2792 0.00
C -0.2861 -3.2471 -1.1529 0.00
C -0.6830 -3.6142 -2.4305 0.00
C -0.5643 -4.9331 -2.8469 0.00
C -0.4056 -1.8294 -0.7123 0.00
O -0.8675 -0.9471 -1.5013 0.00
O -0.0698 -1.4863 0.4557 0.00
H 0.7237 -6.2771 -0.0100 0.00
H 0.5038 -3.8930 0.7215 0.00
H -1.0871 -2.8541 -3.0910 0.00
H -0.8760 -5.2352 -3.8388 0.00
```

Multiplicity: 2
Total charge: -1
Energy relative to the best compared isomer or geometry (same formula, charge and spin) (kJ/mol): 71.5

C38H26BrN6O7STc as an isolated structure in a non-equilibrium geometry, computed with ωB97M-V/def2-TZVPD.

Structure (XYZ):
```
80
Properties=species:S:1:pos:R:3:lowdin_spin:R:1
Tc 1.2429 1.1614 0.2913 1.57
Br -2.3424 -11.0519 3.8044 0.00
C -1.6274 -9.5392 2.9256 0.01
C -1.5922 -9.5020 1.5387 0.00
C -1.1048 -8.3791 0.8991 0.01
C -0.6510 -7.2857 1.6387 0.00
C -0.6684 -7.3517 3.0427 0.01
C -1.1562 -8.4709 3.6798 0.00
N -0.2255 -6.1741 0.9497 0.02
N 0.0612 -5.1236 1.5284 -0.01
C 0.4202 -3.9889 0.8714 0.02
C 0.5611 -3.9095 -0.5211 -0.01
C 0.8103 -2.7124 -1.1723 0.02
C 0.9710 -1.5395 -0.4385 -0.01
O 1.1446 -0.3536 -0.9721 0.01
C 0.8865 -1.6077 0.9755 0.01
N 1.0445 -0.4096 1.6102 -0.02
C 0.9409 -0.3811 2.9280 0.03
C 0.6597 -1.5237 3.6790 -0.01
C 0.4884 -2.7373 3.0531 0.04
C 0.6047 -2.8081 1.6540 0.00
H -1.9532 -10.3446 0.9666 0.00
H -1.0793 -8.3270 -0.1807 0.00
H -0.2975 -6.5066 3.6051 0.00
H -1.1799 -8.5164 4.7599 0.00
H 0.4430 -4.8242 -1.0862 0.00
H 0.8778 -2.6687 -2.2521 0.00
H 1.0814 0.5811 3.4021 0.00
H 0.5698 -1.4434 4.7523 0.00
H 0.2683 -3.6309 3.6188 0.00
N -1.8522 -0.4831 -0.7617 0.19
C -2.3631 0.7368 -0.8085 0.13
C -3.4363 1.2738 -0.1385 0.46
C -3.6422 2.6833 -0.6340 0.04
C -2.9056 3.7722 0.1095 0.04
C -1.5751 3.8469 -0.0416 0.01
C -0.8360 5.0577 0.2004 0.00
C 0.3901 5.2196 -0.3277 0.01
C 1.0398 4.0956 -0.9614 0.00
N 0.5378 2.9170 -1.0570 0.01
C -0.8078 2.6413 -0.5805 0.02
H -1.3130 -0.7776 -1.5710 0.00
H -2.4308 -1.1971 -0.3338 0.00
H -4.1015 0.7890 0.5596 0.02
H -4.6916 2.9365 -0.7806 0.01
H -3.4649 4.5861 0.5523 0.00
H -1.3357 5.8538 0.7389 0.00
H 0.9304 6.1490 -0.2301 0.00
H 2.0632 4.2070 -1.3077 0.00
O 1.8189 2.9597 1.8460 0.00
C 2.8190 3.8666 1.5264 0.00
C 2.7289 5.1674 2.0022 0.00
C 3.7127 6.0935 1.7005 0.00
C 4.7930 5.7266 0.9125 0.00
C 4.8924 4.4237 0.4587 0.00
C 3.9177 3.4733 0.7571 0.00
C 4.1634 2.0660 0.2637 0.02
O 5.2567 1.7320 -0.1193 0.03
O 3.1299 1.2657 0.3032 0.14
H 1.1705 3.3811 2.4205 0.00
H 1.8867 5.4545 2.6238 0.00
H 3.6299 7.1000 2.0872 0.00
H 5.5676 6.4427 0.6782 0.00
H 5.7359 4.0970 -0.1330 0.00
O -4.3771 3.0595 -3.9812 0.00
S -3.7261 2.0224 -3.2568 0.00
O -4.5043 0.8951 -2.8195 0.02
N -2.9131 2.7002 -1.9220 0.01
C -1.7432 1.8668 -1.6538 0.01
O -0.5538 1.7439 0.4630 0.13
C -1.2059 1.4526 -3.0059 0.00
C 0.0743 1.0686 -3.3788 0.00
C 0.3091 0.6998 -4.6993 0.00
C -0.7060 0.7035 -5.6449 0.00
C -1.9848 1.1103 -5.2904 0.00
C -2.2014 1.4818 -3.9824 0.00
H 0.8784 1.0453 -2.6676 0.00
H 1.3092 0.4065 -4.9888 0.00
H -0.4959 0.4053 -6.6624 0.00
H -2.7866 1.1501 -6.0149 0.00
```

Multiplicity: 4
Total charge: +1
Energy relative to the best compared isomer or geometry (same formula, charge and spin) (kJ/mol): 502.4

C38H27B3In2N7O30 as an isolated structure in a non-equilibrium geometry, computed with ωB97M-V/def2-TZVPD.

Structure (XYZ):
```
107
Properties=species:S:1:pos:R:3:mulliken_charge:R:1
In 0.7450 5.4831 -3.0889 1.12
In -3.9644 -4.2469 -0.0836 0.89
O -0.1120 2.8242 -4.2303 -0.47
C -0.6783 1.8286 -4.5564 0.74
O -1.7219 1.4101 -3.8759 0.22
B -2.1518 0.1118 -4.4098 0.25
O -1.3677 -0.0586 -5.6692 -0.62
C -0.4712 0.8865 -5.7835 0.04
O 0.4471 0.9464 -6.5324 -0.46
O -3.5785 0.0320 -4.7178 -0.66
C -4.1613 -0.9692 -4.0496 0.10
O -5.2863 -1.2858 -4.1551 -0.41
C -3.0125 -1.6397 -3.2523 0.41
O -1.8936 -0.9852 -3.4355 0.76
O -3.1549 -2.6077 -2.5782 -0.42
O 1.0481 2.9738 -1.6047 -0.41
C 0.8305 1.9848 -0.9891 -0.12
O 0.3355 0.8240 -1.4020 -0.02
B 0.4870 -0.1956 -0.3375 1.02
O 0.8285 0.5528 0.8991 -0.07
C 1.0852 1.7839 0.5290 0.23
O 1.3491 2.6403 1.3390 -0.75
O 1.5268 -1.1730 -0.6756 -1.20
C 1.0587 -2.4048 -0.4882 -0.18
O 1.7138 -3.3960 -0.6261 -0.59
C -0.4537 -2.2825 -0.1400 0.58
O -0.6987 -1.0108 -0.1064 0.90
O -1.1953 -3.2122 -0.0438 -0.53
O -4.1276 3.8563 -3.0056 -0.49
C -3.6827 3.1070 -2.1950 0.45
O -4.2670 2.0768 -1.6128 -0.78
B -3.3204 1.4206 -0.6728 0.79
O -2.1603 2.3356 -0.6515 0.52
C -2.2547 3.2369 -1.5586 0.23
O -1.4562 4.1022 -1.8063 -0.58
O -2.9163 0.0466 -1.1207 0.02
C -3.2397 -0.8058 -0.1717 1.15
O -3.1173 -1.9973 -0.1991 -0.11
C -3.8380 -0.0065 1.0260 -0.45
O -3.8535 1.2495 0.6772 -0.51
O -4.0796 -0.4894 2.0949 -0.60
C -1.6595 -0.7722 3.2004 0.10
C -2.2249 -2.0825 2.8273 -0.25
N -2.6737 -3.0960 2.5408 -0.53
H -2.4502 -0.0597 3.4305 0.67
H -1.1461 -0.3716 2.3236 0.08
H -1.0126 -0.9602 4.0557 0.13
C 0.8536 -6.1045 -2.5743 -0.63
C -0.5567 -5.8242 -2.2729 0.38
N -1.6624 -5.6015 -2.0590 -0.36
H 1.2723 -5.4696 -3.3527 0.08
H 0.8975 -7.1301 -2.9380 0.39
H 1.4327 -5.9149 -1.6741 0.20
C 3.0104 5.5598 2.8207 -0.25
C 2.6654 6.9438 2.4339 0.16
N 2.4451 8.0279 2.1287 -0.33
H 3.5300 5.5859 3.7754 0.37
H 3.7286 5.2208 2.0738 0.24
H 2.1224 4.9367 2.7912 -0.16
C 4.9239 -0.4474 -0.1249 -0.66
C 4.4241 0.7653 -0.7857 0.57
N 4.1101 1.7115 -1.3610 -0.52
H 5.6396 -0.1093 0.6213 0.40
H 5.3737 -0.9797 -0.9642 0.35
H 4.1407 -1.0556 0.3161 0.01
C -0.1306 2.1605 3.5396 0.49
C -1.0429 2.8842 2.6876 0.52
C -2.1872 3.5203 3.1871 -0.57
C -2.4155 3.4901 4.5399 -0.37
C -1.5902 2.6513 5.3573 -0.45
C -0.4163 2.0812 4.8910 -0.91
N -3.5979 4.1300 5.1103 1.01
O -4.3869 4.6472 4.3765 -0.52
O -3.6340 4.1412 6.3247 -0.51
H 0.7959 1.7506 3.1535 0.58
H -0.7889 2.9893 1.6393 0.11
H -2.8170 4.0356 2.4744 0.64
H -1.8895 2.5214 6.3934 0.60
H 0.2423 1.5505 5.5669 0.44
C 1.2522 -1.3413 -3.9461 1.11
C 0.7176 -2.5058 -4.6264 -0.65
C 1.5028 -3.0820 -5.6006 -0.65
C 2.7958 -2.6088 -5.8522 0.04
C 3.3315 -1.5153 -5.1340 -0.53
C 2.5273 -0.8469 -4.2323 -0.78
N 3.5627 -3.2738 -6.9157 0.90
O 2.9536 -3.8591 -7.7857 -0.48
O 4.7560 -3.0701 -6.9338 -0.49
H 0.6368 -0.8703 -3.1872 0.23
H -0.2920 -2.8850 -4.5528 0.59
H 1.1212 -3.9298 -6.1556 0.57
H 4.3027 -1.0519 -5.2541 0.55
H 2.8445 0.1198 -3.8629 0.65
C 2.0758 -2.3324 3.4457 -0.32
C 1.6508 -3.1435 4.4822 -0.87
C 1.1478 -2.5615 5.6595 -0.09
C 1.1418 -1.1641 5.8300 -0.75
C 1.5645 -0.3994 4.7640 -0.41
C 2.0856 -0.9617 3.5904 -0.75
N 0.5390 -0.5741 7.0015 1.15
O -0.0875 -1.2693 7.7626 -0.54
O 0.6773 0.6269 7.1651 -0.65
H 2.3604 -2.7553 2.4894 0.56
H 1.6137 -4.2243 4.4909 0.44
H 0.6634 -3.1498 6.4300 0.53
H 1.5133 0.6760 4.9015 1.65
H 2.4760 -0.3198 2.8140 0.52
```

Total charge: +3

C38H28BrCeCl4N2O5S2SbSe4 as an isolated structure in a non-equilibrium geometry, computed with ωB97M-V/def2-TZVPD.

Structure (XYZ):
```
86
Properties=species:S:1:pos:R:3:lowdin_spin:R:1
Ce -0.0320 1.6069 -0.1731 0.00
Br 0.9542 4.9709 -7.2091 0.00
C 0.5346 4.4006 -5.4898 0.00
C -0.1527 5.2060 -4.5963 0.00
C -0.5429 4.7097 -3.3577 0.00
C -0.1400 3.4304 -2.9432 0.00
O -0.5359 2.9616 -1.7667 0.00
C 0.6052 2.6118 -3.8631 0.00
C 0.6740 1.1814 -3.6315 0.00
N 0.4417 0.5059 -2.5750 0.00
C 0.1697 -0.8555 -2.7842 0.00
C 0.7831 -1.6741 -3.6821 0.00
C 0.3929 -3.0255 -3.9055 0.00
C -0.6705 -3.5321 -3.2282 0.00
C -1.3231 -2.7322 -2.2230 0.00
C -2.4214 -3.1978 -1.4989 0.00
C -2.9627 -2.4607 -0.4943 0.00
C -2.4744 -1.1691 -0.3237 0.00
N -1.4817 -0.6125 -1.0122 0.00
C -0.8614 -1.4061 -1.9494 0.00
C 0.8672 3.1126 -5.1236 0.00
H -0.4949 6.1617 -4.8224 0.00
H -1.0408 5.2631 -2.5936 0.00
H 0.6049 0.6881 -4.5580 0.00
H 1.6599 -1.3466 -4.2369 0.00
H 0.8824 -3.6448 -4.6442 0.00
H -1.0525 -4.5239 -3.3637 0.00
H -2.7215 -4.2530 -1.5939 0.00
H -3.7826 -2.7380 0.1634 0.00
H -2.8337 -0.4706 0.4028 0.00
H 1.4997 2.4826 -5.7846 0.00
Cl -3.9254 6.9830 1.6732 0.00
C -3.4675 5.3604 1.4270 0.00
C -4.3770 4.2941 1.5680 0.00
Cl -6.0523 4.7671 1.7699 0.00
C -3.9960 2.9923 1.2499 0.00
Cl -5.1697 1.6998 1.0840 0.00
C -2.6146 2.7025 0.9946 0.00
O -2.1015 1.5769 0.6010 0.00
C -1.6834 3.8108 1.0843 0.00
O -0.4037 3.5099 0.9757 0.00
C -2.1109 5.0837 1.2087 0.00
Cl -0.8681 6.2954 1.0331 0.00
O 0.1324 1.3199 2.7851 0.00
S 0.2415 0.5106 4.0685 0.00
C 1.3137 -0.9540 3.8744 0.00
C 2.7417 -0.4536 3.7577 0.00
C 3.1284 0.1075 2.3730 0.01
C 3.4363 -1.0724 1.4293 0.00
S 2.3842 -1.0643 -0.0673 0.00
O 1.0294 -0.5476 0.4685 0.00
C 2.1329 -2.8382 -0.2695 0.00
C 0.8929 -3.4535 -0.0680 0.00
C 0.7906 -4.8356 -0.2181 0.00
C 1.9050 -5.5915 -0.5013 0.00
C 3.1112 -4.9541 -0.8055 0.00
C 3.2583 -3.5845 -0.5987 0.00
C -1.3135 -0.3323 4.1593 0.00
C -1.4798 -1.1682 5.2605 0.00
C -2.6507 -1.9318 5.3467 0.00
C -3.6927 -1.6982 4.4895 0.00
C -3.5559 -0.7700 3.4809 0.00
C -2.3389 -0.0844 3.2038 0.00
H 0.9763 -1.4650 3.0046 0.00
H 1.1774 -1.5091 4.7935 0.00
H 3.3586 -1.3143 3.8575 0.00
H 2.9867 0.2329 4.6017 0.00
H 4.0318 0.7906 2.4111 0.00
H 2.2925 0.7016 2.0676 0.01
H 3.3129 -2.0466 1.8907 0.00
H 4.4324 -0.9713 1.0399 0.00
H -0.0040 -2.8684 0.1446 0.00
H -0.1608 -5.2945 0.1012 0.00
H 1.8940 -6.7176 -0.5212 0.00
H 3.9486 -5.5730 -1.1059 0.00
H 4.2345 -3.1313 -0.7935 0.00
H -0.6833 -1.3423 5.9645 0.00
H -2.7880 -2.6671 6.1450 0.00
H -4.6183 -2.2831 4.4771 0.00
H -4.3352 -0.6758 2.7504 0.00
H -2.2046 0.5581 2.3439 0.00
Se 6.3668 1.5160 0.2591 0.00
Sb 4.7397 1.4707 -1.5136 0.01
Se 4.5284 3.4710 -2.9612 0.81
Se 4.3314 -0.5635 -2.8008 0.00
Se 2.9405 2.3514 -0.1328 0.16
```

Multiplicity: 2
Total charge: -1

Let's list E_tot in order: -60260.82855 -191492.51802 -146168.26299 -124041.60274 -475737.62192 eV.